[1]
CH2N2O3P | wB97M-V/def2-TZVPD

Calculated values
Charge: -1
Total energy, eV: -19483.0935
Kohn-Sham gap, eV: 9.831
Relative energy (zero: lowest compared OMol25 entry of this formula, charge and spin), kcal per mole: 4.61

```
9
CH2N2O3P, DFT wB97M-V/def2-TZVPD
C -2.1084 -0.2776 -0.0665
N -2.8866 -1.1228 -0.0073
N 1.6682 -0.4894 -0.1007
O -0.1016 1.1270 -1.2741
O -0.1559 1.1790 1.2674
O 0.3453 -1.0203 0.1272
P -0.4471 0.4606 0.0143
H 2.0556 -0.0929 0.8243
H 1.6305 0.2364 -0.7846
```

Atom charges from the Löwdin analysis, given in e for atoms 1 to 8:
1 C -0.26
2 N 0.06
3 N -0.07
4 O -0.37
5 O -0.35
6 O -0.31
7 P 0.19
8 H 0.10

=====

[2]
C6H10N | wB97M-V/def2-TZVPD

Calculated values
Charge: +1
Total energy, eV: -7863.8484
Kohn-Sham gap, eV: 10.238
Structure (SMILES): C/[NH+]=C\[C@H]1C=C1C
Relative energy (zero: lowest compared OMol25 entry of this formula, charge and spin), kcal per mole: 57.65

```
17
C6H10N, DFT wB97M-V/def2-TZVPD
C 0.7748 0.7332 -0.2614
C 2.2200 0.4976 0.1997
C -0.2632 0.9559 0.7654
C 1.4775 -0.5394 0.2262
C 1.2775 -2.0475 0.1463
C -2.0756 0.8141 -0.8757
N -1.5495 0.8509 0.5263
H 0.3538 0.6578 -1.2509
H 3.0543 1.0806 0.4799
H -0.0046 0.9620 1.8178
H 0.7705 -2.2658 -0.7301
H 0.5952 -2.2595 1.0666
H 2.3488 -2.4076 0.1771
H -2.9426 1.4772 -0.7994
H -1.2617 0.8171 -1.7084
H -2.4200 -0.3067 -0.9194
H -2.3554 0.9800 1.1403
```

Atom charges from the Löwdin analysis, given in e for atoms 1 to 8:
1 C -0.14
2 C 0.12
3 C 0.01
4 C -0.20
5 C 0.01
6 C -0.01
7 N 0.02
8 H 0.10

=====

[3]
C12H14N2O | wB97M-V/def2-TZVPD

Calculated values
Total energy, eV: -17694.7517
Kohn-Sham gap, eV: 9.261
Structure (SMILES): C#Cc1ccccc1C(=O)NNC(C)C
Relative energy (zero: lowest compared OMol25 entry of this formula, charge and spin), kcal per mole: 118.06

```
29
C12H14N2O, DFT wB97M-V/def2-TZVPD
C -4.1151 -0.8951 0.7431
C -3.6354 -1.6761 -0.3430
C -3.6143 0.3573 1.0497
C -2.5190 -1.2880 -1.0777
C -2.4316 0.7352 0.2716
C -1.9265 -0.0135 -0.8220
C -1.8162 1.9684 0.5807
C -0.8248 0.5141 -1.6846
C -1.6787 3.1502 0.7274
C 3.1393 0.5091 -0.4373
C 1.1844 -1.1630 0.0959
C 1.8703 0.1879 0.3125
N 0.2872 1.2073 -1.2850
N 0.7370 1.1669 0.0513
O -0.9820 0.4130 -2.8680
H -5.1019 -1.2098 1.2085
H -4.2454 -2.4537 -0.5910
H -4.0371 1.0717 1.7402
H -2.1119 -1.8372 -1.8768
H 0.9171 2.0762 0.2843
H -1.5128 4.2403 0.9037
H 3.5812 1.5228 -0.5730
H 3.7756 -0.1687 -0.0533
H 2.8366 0.2394 -1.4507
H 1.8467 -1.9839 0.5928
H 0.8569 -1.3029 -0.8949
H 0.2628 -1.2001 0.7298
H 1.9553 0.3440 1.4421
H 0.7851 1.6190 -2.1043
```

Atom charges from the Löwdin analysis, given in e for atoms 1 to 8:
1 C -0.08
2 C -0.06
3 C 0.00
4 C 0.00
5 C -0.17
6 C -0.08
7 C -0.14
8 C -0.47

=====

Q: The highest total energy belongs to which entry?
A: C6H10N